[1]
ORCA calculation (ωB97M-V with the def2-TZVPD basis set) on a 2-piece molecular cluster, C8H22N2Si overall.

Each line ends with the Mulliken charge.
Geometry (Å):
C1 1.96477 1.70789 2.73217  -1.141
C2 0.97875 0.35472 -2.49992  -1.961
C3 0.15830 -1.66534 -1.47882  -1.858
C4 -1.64933 -0.08689 -2.33842  -1.490
C5 -1.21360 -1.67374 1.56936  -1.088
C6 -2.88880 0.18879 0.97554  -1.109
C7 1.98937 0.16693 2.36968  -0.203
C8 -0.22468 -0.15743 -1.68944  1.692
N1 2.01180 -0.13396 0.90277  -0.535
N2 -1.50436 -0.37557 0.97274  0.433
Si1 -0.34359 0.52003 0.09263  0.039
H1 0.97927 2.05465 2.68845  0.277
H2 2.25594 1.95247 3.75801  0.372
H3 2.60086 2.20674 2.08797  0.329
H4 1.83348 0.18082 -1.94312  0.463
H5 0.94472 -0.09057 -3.44841  0.508
H6 0.92914 1.42353 -2.52985  0.463
H7 0.37424 -2.12413 -2.49629  0.409
H8 -0.55404 -2.15455 -0.95754  0.579
H9 1.12506 -1.67276 -0.93512  0.381
H10 -1.77613 -0.22667 -3.47526  0.310
H11 -2.21464 -0.93547 -1.93046  0.322
H12 -2.20155 0.76501 -2.09904  0.410
H13 -0.09733 -1.94863 1.30785  0.352
H14 -1.05785 -1.54898 2.68357  0.280
H15 -2.01047 -2.38941 1.43359  0.309
H16 -3.20131 0.22034 2.03853  0.340
H17 -2.99777 1.18705 0.53600  0.339
H18 -3.52539 -0.34593 0.33451  0.360
H19 2.95790 -0.29200 2.83751  0.310
H20 1.18007 -0.37992 2.78084  0.147
H21 2.51744 0.61423 0.30076  0.156
H22 -0.57846 1.89417 0.09836  -0.196

Computed properties:
total charge	0
multiplicity	1
E	-19507.557	eV
orbital gap	0.317	Eh

=====

[2]
ORCA calculation (ωB97M-V with the def2-TZVPD basis set) on C8H22N7 as an isolated structure.

Each line ends with the Mulliken charge.
Geometry (Å):
C1 -0.37941 3.80700 0.67960  -1.028
C2 -4.11907 -1.73525 -0.30035  -1.533
C3 -2.35391 -2.29934 1.18606  -1.293
C4 4.30384 -0.26663 1.52154  -0.638
C5 4.12981 -1.84539 -1.36109  -0.673
C6 0.09475 3.11542 -0.56771  -0.426
C7 -0.64705 1.86596 -1.07079  -0.569
C8 -2.63493 -1.97347 -0.25725  0.324
N1 2.20348 0.20886 0.18579  -0.182
N2 3.48543 -0.22574 0.32407  -0.118
N3 -0.26675 0.66944 -0.26966  0.131
N4 -0.92644 -0.35641 -0.00421  -0.356
N5 2.02216 -0.70305 -0.82371  -0.657
N6 -1.98790 -0.67065 -0.60984  0.182
N7 3.17089 -1.25942 -0.51374  0.441
H1 -0.54493 3.01648 1.51093  0.247
H2 0.19923 4.65167 1.10807  0.352
H3 -1.46776 4.18105 0.49581  0.275
H4 -4.31768 -1.22903 -1.17594  0.496
H5 -4.70472 -2.69217 -0.39846  0.334
H6 -4.30428 -1.05331 0.46703  0.429
H7 -2.55603 -1.50969 1.92017  0.402
H8 -1.37814 -2.83805 1.29462  0.325
H9 -3.03058 -3.10254 1.61103  0.390
H10 5.11422 -0.80785 1.14344  0.248
H11 4.40813 0.85228 1.90668  0.272
H12 3.89675 -0.98798 2.20775  0.332
H13 3.79696 -2.51875 -2.08112  0.329
H14 4.68144 -1.16437 -2.07819  0.311
H15 5.00836 -2.27476 -0.65390  0.219
H16 1.20856 2.93714 -0.42071  0.206
H17 0.05141 3.63957 -1.54090  0.354
H18 -1.77320 1.83766 -1.08113  0.297
H19 -0.51514 1.53351 -2.15548  0.428
H20 -2.34912 -2.67292 -0.92437  0.341
H21 0.68427 0.75646 0.23688  0.536
H22 -2.43148 0.09175 -1.14867  0.274

Computed properties:
total charge	+1
multiplicity	1
E	-19069.992	eV
orbital gap	0.373	Eh

=====

[3]
ORCA calculation (ωB97M-V with the def2-TZVPD basis set) on a single C8H22O2Si2 molecule.

Each line ends with the Mulliken charge.
Geometry (Å):
C1 1.43962 1.73669 -1.40388  -0.883
C2 2.13048 1.33539 -0.09699  -0.718
Si1 0.91827 0.17728 0.88744  0.020
C3 1.65471 -1.36828 1.51976  -0.283
C4 2.90202 -1.11990 2.21722  -1.273
C5 0.11183 1.29730 2.18499  -0.455
O1 1.11322 1.94710 2.96237  -0.523
O2 -0.28357 -0.36396 -0.11799  -0.013
Si2 -1.47468 -0.30844 -1.23829  0.485
C6 -2.98775 -1.13155 -0.34885  -1.082
C7 -2.16224 1.38175 -1.73638  -1.216
C8 -1.17142 -1.51386 -2.71344  -1.086
H1 1.02202 0.88039 -2.02758  0.033
H2 0.68444 2.44069 -1.08362  0.236
H3 2.26405 2.09993 -2.08709  0.357
H4 2.35713 2.09857 0.51825  0.542
H5 3.04346 0.71690 -0.28123  0.374
H6 0.89363 -1.86351 2.20558  0.253
H7 1.80255 -2.12356 0.81520  0.409
H8 3.68917 -0.58859 1.53952  0.205
H9 2.85445 -0.48586 3.00790  0.406
H10 3.34555 -2.07283 2.71177  0.313
H11 -0.52433 0.66683 2.82725  0.305
H12 -0.59433 1.90434 1.66695  0.354
H13 0.83822 2.68903 3.50570  0.268
H14 -3.95108 -0.81817 -0.88078  0.322
H15 -3.04261 -2.28066 -0.22113  0.276
H16 -2.98754 -0.73762 0.72436  0.240
H17 -2.60229 1.93761 -0.98159  0.422
H18 -1.47638 2.08478 -2.15036  0.396
H19 -2.92992 1.15273 -2.49163  0.373
H20 -2.10480 -1.49693 -3.26212  0.334
H21 -0.41452 -1.07267 -3.38164  0.292
H22 -1.05151 -2.54440 -2.39417  0.318

Computed properties:
total charge	0
multiplicity	1
E	-28505.257	eV
orbital gap	0.368	Eh

=====

Lowest unoccupied orbital energy values, unit eV, following the record order: 0.70; -2.62; 0.67.
Highest occupied orbital energy values, unit Ha, following the record order: -0.291; -0.469; -0.343.